{"formula": "C4H7N3OS", "method": "wB97M-V/def2-TZVPD", "e_above_lowest_kcal_mol": 122.7, "e_tot_ev": -21609.507, "smiles": "C/N=C/N=N\\C#S(C)=O", "gap_ev": 9.1, "species": ["C", "N", "C", "N", "N", "C", "S", "C", "O", "H", "H", "H", "H", "H", "H", "H"], "xyz": [[-1.584, 1.561, -0.752], [-1.317, 0.155, -0.521], [-2.051, -0.897, -0.168], [-1.509, -2.014, 0.230], [-0.112, -1.916, 0.194], [0.380, -0.860, -0.170], [1.961, -0.118, -0.577], [2.599, -0.572, 0.980], [1.785, 1.335, -0.549], [-2.617, 1.762, -1.378], [-1.775, 2.078, 0.277], [-0.630, 1.988, -1.098], [-3.106, -0.877, -0.023], [3.536, -0.091, 0.934], [2.490, -1.583, 1.013], [1.951, 0.049, 1.608]]}

{"formula": "C4H7N3OS", "method": "wB97M-V/def2-TZVPD", "e_above_lowest_kcal_mol": 139.7, "e_tot_ev": -21608.769, "gap_ev": [7.1, 7.1], "species": ["C", "C", "C", "C", "N", "N", "N", "O", "S", "H", "H", "H", "H", "H", "H", "H"], "xyz": [[-0.412, 0.920, 0.092], [-0.645, 1.864, -1.056], [0.790, -1.718, 1.526], [1.197, -1.207, -0.880], [-1.268, 0.755, 0.990], [-1.807, 2.497, -0.648], [1.254, -0.830, 0.493], [-0.080, 2.168, -2.067], [-2.525, 1.881, 0.751], [0.531, -1.072, 2.478], [-0.193, -2.266, 1.267], [1.691, -2.314, 1.932], [1.146, -0.392, -1.477], [2.105, -1.691, -1.006], [0.423, -1.945, -1.268], [-2.207, 3.350, -1.128]]}

{"formula": "C4H7N3S", "method": "wB97M-V/def2-TZVPD", "e_above_lowest_kcal_mol": 49.7, "e_tot_ev": -19565.624, "smiles": "CN(S)/C=N/CC#N", "gap_ev": 9.9, "species": ["C", "N", "S", "C", "N", "C", "C", "N", "H", "H", "H", "H", "H", "H", "H"], "xyz": [[-0.736, -1.736, 1.678], [-0.783, -1.146, 0.349], [-2.282, -1.138, -0.461], [0.234, -0.320, -0.075], [0.114, 0.510, -1.037], [1.312, 1.241, -1.378], [1.108, 2.695, -1.182], [0.953, 3.830, -1.024], [-1.223, -2.712, 1.665], [0.282, -1.831, 1.961], [-1.264, -1.104, 2.408], [-2.661, 0.107, -0.173], [1.154, -0.461, 0.494], [2.227, 0.981, -0.801], [1.566, 1.084, -2.423]]}

{"formula": "C4H7N3S", "method": "wB97M-V/def2-TZVPD", "e_above_lowest_kcal_mol": 62.5, "e_tot_ev": -19565.070, "smiles": "C/C(C=S)=N/N=C\\N", "gap_ev": 7.6, "species": ["C", "C", "C", "S", "N", "N", "C", "N", "H", "H", "H", "H", "H", "H", "H"], "xyz": [[-1.657, 1.666, -0.041], [-1.057, 0.288, -0.016], [-1.833, -0.988, 0.054], [-3.448, -1.053, -0.010], [0.236, 0.215, -0.154], [0.742, -1.124, -0.237], [2.003, -1.189, -0.051], [2.890, -0.172, 0.061], [-2.034, 1.926, 0.979], [-0.866, 2.287, -0.452], [-2.480, 1.834, -0.777], [-1.145, -1.850, 0.131], [2.407, -2.234, -0.086], [3.864, -0.252, 0.311], [2.379, 0.647, 0.287]]}

{"formula": "C4H7N4", "method": "wB97M-V/def2-TZVPD", "e_above_lowest_kcal_mol": 146.5, "total_charge": 1, "e_tot_ev": -10208.869, "gap_ev": 6.7, "species": ["C", "C", "C", "C", "N", "N", "N", "N", "H", "H", "H", "H", "H", "H", "H"], "xyz": [[-0.590, 1.706, -0.111], [0.929, 1.521, -0.098], [-1.066, 0.341, 0.191], [0.950, -2.560, 0.076], [-3.138, -0.841, 0.199], [1.176, 0.129, 0.069], [0.144, -0.545, 0.127], [-2.152, -0.290, 0.217], [-0.939, 2.549, 0.643], [-0.893, 2.022, -1.176], [1.341, 2.015, -0.973], [1.453, 1.962, 0.728], [0.270, -2.653, -0.817], [0.460, -2.829, 0.996], [2.054, -2.528, -0.071]]}

{"formula": "C4H7N4", "method": "wB97M-V/def2-TZVPD", "e_above_lowest_kcal_mol": 147.6, "total_charge": 1, "e_tot_ev": -10208.821, "gap_ev": [8.5, 8.5], "species": ["C", "C", "C", "C", "N", "N", "N", "N", "H", "H", "H", "H", "H", "H", "H"], "xyz": [[-2.159, -1.204, 0.030], [-0.906, -0.868, -0.062], [1.445, -0.929, -0.021], [0.393, 1.248, -0.244], [-2.804, 0.006, 0.060], [-2.006, 1.023, 0.028], [-0.792, 0.460, -0.086], [1.565, 0.425, 0.368], [-2.816, -2.061, 0.034], [1.774, -1.691, 0.718], [1.325, -1.020, -1.105], [0.692, 1.267, -1.261], [0.109, 2.226, 0.095], [1.657, 0.407, 1.340], [2.526, 0.712, 0.107]]}

{"formula": "C4H7N4", "method": "wB97M-V/def2-TZVPD", "e_above_lowest_kcal_mol": 123.5, "total_charge": 1, "e_tot_ev": -10209.867, "gap_ev": 7.3, "species": ["C", "C", "C", "C", "N", "N", "N", "N", "H", "H", "H", "H", "H", "H", "H"], "xyz": [[-1.225, 0.661, -0.774], [-2.037, 0.870, 0.448], [1.492, -1.339, 0.457], [2.817, -0.599, 0.528], [-4.277, 1.577, -0.001], [-0.319, -0.489, -0.901], [0.518, -0.897, -0.165], [-3.201, 1.347, 0.260], [-1.928, 0.722, -1.610], [-0.415, 1.376, -1.033], [-1.667, 0.767, 1.433], [1.296, -2.274, 0.800], [3.621, -1.387, 0.742], [2.741, -0.013, 1.423], [3.042, 0.038, -0.362]]}

{"formula": "C4H7N4S4", "method": "wB97M-V/def2-TZVPD", "total_charge": 1, "e_tot_ev": -53553.630, "gap_ev": 8.2, "species": ["C", "C", "C", "C", "N", "N", "N", "N", "S", "S", "S", "S", "H", "H", "H", "H", "H", "H", "H"], "xyz": [[-1.725, 1.286, 0.329], [-1.718, -0.857, 1.815], [1.861, -1.857, 0.318], [-1.383, 3.374, -1.599], [-0.583, 0.849, 0.027], [-0.203, -0.300, 0.585], [1.090, -2.119, -0.683], [3.058, -2.275, 0.496], [-1.502, -2.147, 2.698], [-2.787, 0.377, 1.536], [-2.538, 2.621, -0.429], [1.256, -0.456, 1.345], [-0.970, 2.723, -2.349], [-0.610, 4.031, -1.173], [-2.047, 4.008, -2.174], [1.441, -2.529, -1.531], [0.138, -1.812, -0.570], [3.761, -2.792, -0.076], [3.459, -2.123, 1.436]]}

{"formula": "C4H7N5", "method": "wB97M-V/def2-TZVPD", "e_above_lowest_kcal_mol": 185.1, "e_tot_ev": -11705.450, "smiles": "[H]/N=C1/NN[C@@H]2CNN=C12", "gap_ev": 9.2, "species": ["H", "N", "C", "N", "N", "C", "C", "N", "N", "C", "H", "H", "H", "H", "H", "H"], "xyz": [[-2.660, -2.050, -0.041], [-2.852, -1.120, 0.059], [-1.622, -0.563, 0.164], [-1.655, 0.879, -0.185], [-0.238, 1.521, -0.047], [0.467, 0.448, 0.377], [1.723, 0.324, -0.266], [1.901, -1.040, 0.258], [0.629, -1.701, -0.259], [-0.186, -0.819, 0.152], [-1.943, 1.168, -1.083], [-0.440, 2.107, 0.867], [0.423, 0.403, 1.602], [1.369, 0.468, -1.320], [2.432, 1.196, 0.206], [2.653, -1.219, -0.482]]}

{"formula": "C4H7N5", "method": "wB97M-V/def2-TZVPD", "e_above_lowest_kcal_mol": 129.0, "e_tot_ev": -11707.883, "smiles": "C1=N[C@H]2N=NNN2CC1", "gap_ev": 10.0, "species": ["C", "N", "C", "N", "N", "N", "N", "C", "C", "H", "H", "H", "H", "H", "H", "H"], "xyz": [[0.042, 0.050, 1.747], [-1.022, 0.684, 1.713], [-1.705, 0.765, 0.511], [-1.863, 2.193, 0.108], [-1.873, 2.321, -1.087], [-1.371, 1.266, -1.744], [-1.059, 0.191, -0.766], [0.339, 0.037, -0.602], [0.689, -0.700, 0.592], [0.670, 0.126, 2.692], [-2.748, 0.172, 0.645], [-1.892, 0.923, -2.577], [0.982, 1.091, -0.610], [0.830, -0.384, -1.508], [1.843, -0.730, 0.598], [0.346, -1.781, 0.591]]}

{"formula": "C4H7N5O", "method": "wB97M-V/def2-TZVPD", "e_above_lowest_kcal_mol": 29.9, "e_tot_ev": -13758.062, "smiles": "N#C[C@H](N)c1cn[nH]n1.O", "gap_ev": 10.9, "species": ["N", "C", "C", "N", "C", "C", "N", "N", "N", "H", "H", "H", "H", "H", "O", "H", "H"], "xyz": [[-1.714, -1.890, -0.452], [-1.298, -0.908, 0.018], [-0.667, 0.143, 0.869], [-1.088, 1.494, 0.534], [0.834, 0.046, 0.845], [1.738, 0.002, -0.232], [2.970, 0.030, 0.267], [2.788, 0.057, 1.568], [1.541, 0.111, 1.971], [-0.984, -0.065, 1.901], [-0.988, 1.691, -0.458], [-2.054, 1.666, 0.796], [1.552, -0.068, -1.300], [3.559, -0.033, 2.221], [-2.366, -0.645, -3.058], [-2.240, -1.539, -2.611], [-1.581, -0.092, -2.878]]}

{"formula": "C4H7N6O4", "method": "wB97M-V/def2-TZVPD", "e_above_lowest_kcal_mol": 24.2, "total_charge": 1, "e_tot_ev": -21374.248, "smiles": "O=NN([O-])C1=[NH+]CCN/C1=N/[N+](=O)O", "gap_ev": [6.9, 7.3], "species": ["O", "N", "N", "O", "C", "N", "C", "C", "N", "C", "N", "N", "O", "O", "H", "H", "H", "H", "H", "H", "H"], "xyz": [[2.297, -3.382, -0.164], [1.409, -2.738, -0.490], [1.362, -1.305, -0.028], [2.410, -0.681, 0.195], [0.180, -0.667, -0.131], [-0.949, -1.357, -0.287], [-2.307, -0.675, -0.197], [-2.112, 0.531, 0.799], [-0.975, 1.324, 0.257], [0.176, 0.661, 0.284], [1.281, 1.219, 0.724], [2.264, 1.803, 0.143], [3.273, 2.166, 0.574], [2.035, 2.081, -1.252], [-0.877, -2.368, -0.399], [-2.884, -1.509, 0.190], [-2.441, -0.337, -1.231], [-2.964, 1.194, 0.883], [-1.906, 0.216, 1.821], [-0.949, 2.314, 0.147], [1.677, 1.509, -1.838]]}

{"formula": "C4H7NO", "method": "wB97M-V/def2-TZVPD", "e_above_lowest_kcal_mol": 119.5, "e_tot_ev": -7794.461, "gap_ev": [8.2, 8.2], "species": ["C", "C", "O", "C", "C", "N", "H", "H", "H", "H", "H", "H", "H"], "xyz": [[-1.745, -0.668, 0.114], [-0.503, 0.079, -0.277], [0.099, 0.678, 0.759], [1.432, 1.052, 0.528], [2.145, -0.125, -0.170], [1.390, -0.893, -0.765], [-2.530, 0.023, 0.455], [-2.149, -1.228, -0.736], [-1.538, -1.364, 0.934], [-0.548, 0.675, -1.197], [0.571, -1.451, -0.960], [1.874, 1.325, 1.486], [1.504, 1.897, -0.171]]}

{"formula": "C4H7NO", "method": "wB97M-V/def2-TZVPD", "e_above_lowest_kcal_mol": 159.6, "e_tot_ev": -7792.724, "smiles": "C1OC[C@@H]2N[C@@H]12", "gap_ev": 9.6, "species": ["C", "O", "C", "C", "N", "C", "H", "H", "H", "H", "H", "H", "H"], "xyz": [[0.862, 0.786, 0.425], [0.195, 0.177, 1.583], [-0.745, -0.913, 0.858], [-0.937, -0.145, -0.493], [-0.111, -0.215, -1.743], [0.742, -0.113, -0.711], [1.964, 0.775, 0.742], [0.292, 1.745, 0.080], [-0.549, -1.912, 0.712], [-1.763, -0.780, 1.424], [-1.243, 0.860, -0.243], [0.016, 0.653, -2.290], [1.277, -0.918, -0.343]]}

{"formula": "C4H7NO", "method": "wB97M-V/def2-TZVPD", "e_above_lowest_kcal_mol": 21.7, "e_tot_ev": -7798.702, "smiles": "CN1CCC1=O", "gap_ev": 10.2, "species": ["C", "N", "C", "C", "C", "O", "H", "H", "H", "H", "H", "H", "H"], "xyz": [[-1.801, 0.416, -0.099], [-0.388, 0.163, -0.052], [0.399, -1.063, -0.009], [1.661, -0.172, 0.089], [0.680, 1.012, 0.047], [0.751, 2.217, 0.085], [-2.283, 0.236, 0.870], [-1.943, 1.465, -0.372], [-2.280, -0.216, -0.855], [0.321, -1.669, -0.920], [0.201, -1.691, 0.867], [2.222, -0.252, 1.023], [2.345, -0.222, -0.761]]}

{"formula": "C4H7NO", "method": "wB97M-V/def2-TZVPD", "e_above_lowest_kcal_mol": 65.5, "e_tot_ev": -7796.804, "smiles": "CN1C[C@H]1C=O", "gap_ev": 10.5, "species": ["C", "N", "C", "C", "C", "O", "H", "H", "H", "H", "H", "H", "H"], "xyz": [[1.795, 0.378, -0.322], [0.336, 0.439, -0.455], [-0.677, 0.923, 0.558], [-0.479, -0.519, 0.198], [-1.567, -1.255, -0.480], [-2.122, -2.186, 0.054], [2.221, 1.275, -0.781], [2.234, -0.475, -0.868], [2.129, 0.302, 0.720], [-0.624, 1.069, 1.650], [-1.322, 1.682, 0.124], [0.000, -1.068, 1.015], [-1.889, -0.836, -1.454]]}

{"formula": "C4H7NO", "method": "wB97M-V/def2-TZVPD", "e_above_lowest_kcal_mol": 26.0, "e_tot_ev": -7798.516, "smiles": "C[C@H]1CN=CO1", "gap_ev": 10.7, "species": ["C", "C", "C", "N", "C", "O", "H", "H", "H", "H", "H", "H", "H"], "xyz": [[-0.710, 0.077, -1.391], [0.026, 0.640, -0.183], [-0.416, 0.172, 1.191], [0.314, -1.100, 1.375], [1.333, -0.934, 0.639], [1.392, 0.155, -0.184], [-0.273, 0.491, -2.303], [-0.664, -1.017, -1.459], [-1.762, 0.373, -1.353], [0.033, 1.730, -0.220], [0.013, 0.859, 1.930], [-1.495, 0.122, 1.334], [2.209, -1.567, 0.626]]}

{"formula": "C4H7NO", "method": "wB97M-V/def2-TZVPD", "e_above_lowest_kcal_mol": 131.0, "e_tot_ev": -7793.965, "smiles": "O=CCN1CC1", "gap_ev": 10.2, "species": ["O", "C", "C", "N", "C", "C", "H", "H", "H", "H", "H", "H", "H"], "xyz": [[0.679, -2.662, 0.536], [0.240, -1.966, -0.364], [0.969, -0.583, -0.260], [0.027, 0.386, -0.689], [-1.150, 0.565, 0.380], [-0.125, 1.736, 0.027], [-0.866, -2.379, -0.685], [1.969, -0.266, -0.748], [1.408, -0.527, 0.815], [-2.184, 0.637, -0.082], [-0.979, 0.382, 1.424], [-0.617, 2.375, -1.012], [0.627, 2.303, 0.658]]}

{"formula": "C4H7NO", "method": "wB97M-V/def2-TZVPD", "e_above_lowest_kcal_mol": 31.3, "e_tot_ev": -7798.286, "smiles": "c1cc[nH]c1.O", "gap_ev": 9.4, "species": ["C", "C", "C", "N", "C", "H", "H", "H", "H", "H", "O", "H", "H"], "xyz": [[-0.369, 0.948, -0.974], [0.576, 1.581, -0.182], [0.460, 1.110, 1.116], [-0.471, 0.120, 1.079], [-0.981, -0.061, -0.177], [-0.423, 0.775, -2.037], [1.179, 2.445, -0.419], [1.071, 1.311, 1.977], [-0.799, -0.382, 1.882], [-1.869, -0.550, -0.537], [0.314, -2.762, -0.686], [0.068, -1.987, -0.159], [1.245, -2.548, -0.883]]}

{"formula": "C4H7NO", "method": "wB97M-V/def2-TZVPD", "e_above_lowest_kcal_mol": 88.4, "e_tot_ev": -7795.809, "gap_ev": 10.3, "species": ["C", "C", "C", "C", "N", "O", "H", "H", "H", "H", "H", "H", "H"], "xyz": [[1.207, 0.975, -1.198], [0.028, -1.223, -0.832], [0.391, 0.265, -0.462], [-0.498, 0.908, 1.127], [-0.952, -1.816, -0.243], [-0.310, 0.316, 2.362], [1.348, 2.016, -0.740], [1.730, 0.681, -2.103], [0.632, -1.789, -1.669], [-1.539, 1.036, 0.677], [0.032, 1.835, 1.250], [-1.232, -2.748, -0.529], [-0.835, -0.459, 2.360]]}

| no. | molecular weight (g mol⁻¹) | largest force on an atom (eV Å⁻¹) |
| --- | --- | --- |
| 1 | 145.2 | 3.96 |
| 2 | 145.2 | 3.82 |
| 3 | 129.2 | 1.22 |
| 4 | 129.2 | 2.34 |
| 5 | 111.1 | 3.67 |
| 6 | 111.1 | 7.11 |
| 7 | 111.1 | 3.32 |
| 8 | 239.4 | 4.41 |
| 9 | 125.1 | 7.18 |
| 10 | 125.1 | 5.50 |
| 11 | 141.1 | 2.24 |
| 12 | 203.1 | 6.90 |
| 13 | 85.1 | 0.43 |
| 14 | 85.1 | 6.35 |
| 15 | 85.1 | 0.40 |
| 16 | 85.1 | 1.28 |
| 17 | 85.1 | 0.55 |
| 18 | 85.1 | 5.75 |
| 19 | 85.1 | 3.34 |
| 20 | 85.1 | 4.76 |